# 1
Below is a 3-piece molecular cluster, C17H20F19I2N3O7PS overall, with properties calculated with ωB97M-V/def2-TZVPD.

ORCA input file:
```
! wB97M-V def2-TZVPD RIJCOSX def2/J DEFGRID3
* xyz 1 1
I 0.19255 -3.10610 -2.14093
I 0.88798 0.11921 -2.16568
S -4.78545 -4.35794 -1.84531
P -3.01326 -2.59622 -4.36904
F -0.83822 0.13429 3.15838
F 6.29720 2.11165 -4.99931
F 7.31922 3.43474 -3.05985
F -4.63817 -6.04257 0.19125
F -2.61291 2.24681 2.77455
F -5.83545 -4.34230 0.60252
F -0.61133 0.71864 5.24505
F 7.92037 0.71550 -3.75018
F 4.79941 2.57734 -2.63304
F -0.95092 2.60913 7.12634
F 4.18593 2.52687 -5.29288
F -6.57655 -5.86369 -0.72425
F 1.07689 2.65213 5.13650
F 9.43572 2.93804 -3.16173
F 3.49640 0.93009 -3.19582
F 1.67452 3.35865 7.10281
F -0.64990 4.74087 7.39766
F -0.62493 2.87450 3.35150
F 8.92976 0.54026 -1.85110
O -3.76593 -0.51459 0.86947
O -2.30952 2.95170 4.83026
O -3.60118 -5.04521 -2.25411
O -2.56449 -1.82581 -5.53628
O 6.77115 0.93304 -1.83083
O -5.78847 -4.45584 -2.85391
O -4.47476 -2.13754 2.17520
N -2.71506 -1.68098 -2.89640
N -2.39419 -2.35166 -0.69712
N -4.55158 -2.69743 -1.56736
C -0.83853 -0.32484 -0.93987
C -0.57035 3.73631 6.48370
C -3.19131 -2.26266 -1.69764
C 4.77954 1.40762 -3.30174
C -1.59452 4.05589 5.38023
C 5.69193 0.39880 -2.58016
C -1.44150 0.79127 4.19299
C -5.51919 -5.22266 -0.34851
C 5.06176 1.62243 -4.78857
C -0.63383 0.39637 0.44588
C 8.29419 2.70683 -2.47588
C -1.72427 2.24095 3.79972
C -3.77705 -1.84169 1.29784
C -0.98576 -1.91576 -0.73436
C -2.87633 -2.91152 0.59239
C 0.88855 3.64165 6.03850
C 7.95917 1.21512 -2.50071
H -3.12330 -0.74770 -3.01171
H 0.31427 0.95979 0.39337
H 4.94798 0.69031 -5.35016
H -4.58217 -0.43138 0.34571
H -3.40312 -3.86722 0.48624
H -0.53375 -0.32092 1.27058
H 5.06471 -0.08462 -1.82962
H -1.17891 4.69876 4.60347
H -5.11032 -2.12381 -2.20211
H -2.04339 -3.08511 1.29605
H 8.42097 3.05849 -1.44952
H -1.45390 1.08835 0.69640
H -2.36563 0.26894 4.45012
H -0.50353 -2.10947 0.23642
H -2.35321 -3.84759 -4.30555
H -1.77079 0.06092 -1.37922
H 1.23073 4.58600 5.60582
H -2.36759 4.65857 5.85708
H -4.41088 -2.87228 -4.47567
H 6.01450 -0.40977 -3.23789
*
```

Summary:
Orbital gap, Eh: 0.2326

natural (NBO) atomic charge list, values in e, 5 entries: 0.2231 0.2058 2.1324 1.6206 -0.3475

# 2
Below is C52H65As2N6S5Ti as an isolated structure, with properties calculated with ωB97M-V/def2-TZVPD.

ORCA input file:
```
! wB97M-V def2-TZVPD RIJCOSX def2/J DEFGRID3
* xyz 3 3
As 0.07329 0.36164 -2.38965
As -1.93411 2.58774 -0.86435
Ti -0.13191 0.75124 0.17785
S 2.47149 2.33384 2.68545
S 0.30239 0.12574 4.10535
S 0.46569 -2.75346 -1.18185
S 5.28429 -2.33636 2.20855
S -0.71541 2.38734 2.21165
N 2.80509 -3.50096 -2.09285
N -2.03251 -0.80176 1.12465
N 4.19639 -5.98886 4.69195
N 1.52179 -0.24176 0.69285
N -4.26501 -1.97236 1.43555
N 1.00339 -4.79046 -2.72515
C -4.89801 2.98894 -0.99555
C -5.38131 0.66084 -2.41855
C 1.58749 3.94034 2.69775
C 1.49469 -3.74626 -2.06665
C 3.90629 -0.49396 0.84065
C 2.47489 1.89114 4.47125
C 3.74919 -4.32356 -2.83125
C -1.27421 2.94604 -2.69625
C 4.77449 -3.75956 3.18765
C -1.65771 5.53944 -0.80645
C -0.77041 -2.28606 -5.51135
C 1.65099 2.44094 -1.28495
C -1.12141 2.57354 4.00265
C 3.37989 2.83194 -3.40245
C -3.30791 -2.44936 2.46135
C -0.99531 1.66254 -3.47035
C -3.04321 0.12534 1.64125
C 2.49259 -2.07096 1.92815
C -2.16821 4.41074 -0.17465
C -1.87151 6.80114 -0.27175
C -4.08691 1.01444 -2.07645
C 1.41989 -1.35776 1.43695
C -3.08691 5.83014 1.55285
C 4.44709 -4.83476 5.27635
C 0.27739 3.89464 1.92505
C -1.91101 -1.91316 2.07895
C -2.50271 -1.36076 -0.14515
C 3.22179 -5.74996 -2.89415
C 1.97359 0.48524 4.73065
C -4.44871 -0.51106 1.58515
C 3.79389 -1.63376 1.65285
C 0.32199 -0.90746 -3.86105
C 2.56429 3.48104 -1.23735
C 1.62349 -2.22156 -5.39335
C -3.82391 2.17644 -1.34945
C 1.81409 -5.73386 -3.47285
C 3.42979 3.67444 -2.30455
C -0.72861 1.40704 4.91185
C 4.52589 -4.97146 2.56305
C -3.73501 -2.26206 0.08255
C 2.78119 0.14844 0.39865
C 4.74809 -3.67386 4.57005
C -6.19361 2.64174 -1.34995
C 1.55689 -1.34876 -4.31945
C -2.87351 4.57134 1.02035
C -2.58501 6.94794 0.90435
C 0.46569 -2.68526 -5.99475
C -0.84131 -1.40376 -4.44945
C 1.58699 1.58784 -2.38625
C 2.44879 1.80584 -3.45335
C 4.24109 -6.06166 3.37695
C -6.44091 1.47164 -2.04765
H 2.59939 -0.25216 4.22795
H -3.25541 3.68864 1.53335
H 2.61899 4.13374 -0.37745
H -2.74701 7.93074 1.31725
H 0.97679 2.24074 -0.41385
H -2.19871 2.72404 4.03575
H -0.39891 1.88454 -4.36845
H 0.45909 3.90154 0.84535
H -1.67731 -2.65386 -5.96505
H 2.46579 -1.01176 -3.83155
H 0.00759 -4.93726 -2.67975
H 3.14469 -2.70526 -1.57625
H -2.76291 -0.52406 -0.79935
H -7.00621 3.29744 -1.08435
H -1.08971 5.44674 -1.72475
H 2.58459 -2.53176 -5.77145
H -1.38311 -1.57136 2.97335
H 4.06169 2.97404 -4.22565
H -5.56271 -0.23976 -2.98715
H -4.51171 -2.05766 -0.65495
H 1.42619 4.22824 3.73415
H -1.81111 -1.09146 -4.06215
H -5.01081 -0.30656 2.49775
H 4.42789 -4.83856 6.35775
H 1.35529 -6.72126 -3.39805
H -4.71391 3.91144 -0.46115
H -3.63331 -2.09496 3.44195
H 4.59009 -5.07106 1.49085
H 2.24609 4.68144 2.24515
H 3.87659 -3.91936 -3.84175
H -0.34031 3.51434 -2.59525
H -1.69111 -1.93566 -0.61355
H 2.32009 -2.95706 2.52075
H -1.99311 3.58484 -3.22955
H 4.13099 4.49144 -2.28435
H 4.71319 -4.29086 -2.32185
H 3.50729 1.97164 4.81985
H -3.26051 0.39174 -2.41905
H 2.90879 1.03114 -0.21195
H 4.06599 -7.03956 2.94945
H -0.63881 3.49754 4.29975
H 3.87169 -6.36426 -3.50945
H -3.47331 -3.31896 0.02475
H 0.41759 -1.69506 1.64735
H -3.65301 5.94384 2.46535
H 1.83329 -5.44326 -4.52855
H 4.98959 -2.75456 5.07915
H 2.38169 1.17434 -4.33125
H -2.76861 0.38324 2.66665
H -1.33261 -2.71046 1.60465
H -1.48851 7.66954 -0.78525
H -3.03911 1.04754 1.04375
H 1.86729 2.62714 4.99605
H -7.44921 1.19894 -2.31225
H -0.18481 1.76084 5.78555
H -1.61541 0.87954 5.26495
H -0.35541 4.75204 2.17145
H 1.97319 0.27644 5.80355
H -1.92971 1.21314 -3.82275
H -3.31051 -3.53946 2.47975
H 4.88129 -0.11266 0.58315
H 3.19699 -6.17356 -1.89075
H -5.16511 -2.44626 1.55815
H -5.02261 -0.13376 0.73395
H 0.52489 -3.36126 -6.83185
*
```

Summary:
Relative energy (zero: lowest compared OMol25 entry of this formula, charge and spin), kcal/mol: 6.1
Orbital gap (alpha / beta), Eh: 0.2714 / 0.2819

Löwdin atomic charge list, values in e, 5 entries: 1.2434 1.2671 0.3605 0.8889 0.8417

# 3
Below is an isolated molecule of C20H23NO3, with properties calculated with ωB97M-V/def2-TZVPD.

ORCA input file:
```
! wB97M-V def2-TZVPD RIJCOSX def2/J DEFGRID3
* xyz 0 1
O 1.64988 4.42440 2.28490
O 0.91934 0.12790 -2.30423
O 2.27385 -2.55981 2.40732
N 0.84565 3.59658 1.44001
C -0.62374 4.19978 1.35661
C 1.02544 1.53784 0.12156
C -0.30930 0.09120 -2.96026
C 1.86130 -1.89399 1.23833
C 1.29180 -2.86256 3.40116
C 1.29799 -1.97383 -1.14916
C 1.61651 1.55853 2.45067
C 1.20083 -4.19677 -2.20244
C 1.06625 -2.80029 -2.27261
C -0.69736 4.98615 0.00904
C 1.17779 2.19722 1.33504
C 1.63211 -0.46894 1.21253
C 1.72034 -4.01979 0.14271
C 1.83922 0.19795 2.38224
C 1.08903 -0.55677 -1.18892
C -1.68342 3.13796 1.12449
C 1.36005 0.15504 0.01503
C 1.62826 -2.64936 0.10763
C -0.98680 5.14166 2.56363
C 1.56705 -4.75510 -0.99909
H -1.70502 5.25381 -0.33089
H -2.66252 3.43038 0.83558
H 0.20731 -2.64029 3.10758
H -0.12166 5.89464 0.04982
H -0.27054 4.41608 -0.70798
H 2.26338 -0.28890 3.29682
H 1.32313 -3.89369 3.69975
H -1.29971 2.41147 0.48925
H 1.74208 2.24703 3.25344
H 0.92853 -2.28704 -3.18815
H 1.91845 -4.57291 1.07794
H 1.35159 -2.15098 4.27878
H -2.05530 5.41403 2.61103
H 2.63707 4.50212 1.96162
H 1.56176 -5.83734 -1.03742
H 1.10176 -4.77386 -3.12313
H -1.01910 -0.67997 -2.48412
H -0.87934 4.46265 3.44904
H -0.82673 1.02184 -2.95220
H -0.28837 -0.35380 -4.03407
H -1.88956 2.56018 2.04775
H 0.50923 2.12056 -0.61753
H -0.41720 6.00029 2.67222
*
```

Summary:
Relative energy (zero: lowest compared OMol25 entry of this formula, charge and spin), kcal/mol: 148.5
Orbital gap, Eh: 0.2433
Structure (SMILES): COc1c2ccccc2c(OC)c2cc(N(O)C(C)(C)C)ccc12

natural (NBO) atomic charge list, values in e, 5 entries: -0.5947 -0.5251 -0.5507 -0.1973 0.1622

# 4
Below is C5H7LaO3 as an isolated structure, with properties calculated with ωB97M-V/def2-TZVPD.

ORCA input file:
```
! wB97M-V def2-TZVPD RIJCOSX def2/J DEFGRID3
* xyz 2 1
La 5.19937 0.38436 0.10700
O 0.81836 0.60372 -0.75517
O 2.95245 0.60154 -1.34203
O 2.45376 0.23810 0.75876
C -0.16977 0.48224 0.27733
C -1.54098 0.81063 -0.25657
C -1.95896 -0.81225 -0.18388
C 2.07928 0.47219 -0.43104
C -0.65847 -1.09326 0.54894
H -2.13212 1.40042 0.45328
H 0.02251 -1.83476 0.11373
H -2.00339 -1.24690 -1.18932
H -2.88681 -1.02068 0.36099
H -1.58011 1.26085 -1.25483
H 0.17693 1.01783 1.16674
H -0.77206 -1.26402 1.62608
*
```

Summary:
Orbital gap, Eh: 0.1327

Löwdin atomic charge list, values in e, 5 entries: 2.5234 0.1174 -0.1076 -0.0784 -0.2425

# 5
Below is C6H4Cl2OS as an isolated structure, with properties calculated with ωB97M-V/def2-TZVPD.

ORCA input file:
```
! wB97M-V def2-TZVPD RIJCOSX def2/J DEFGRID3
* xyz 0 1
Cl -1.75772 2.54526 -0.02147
Cl 3.31929 0.72090 -0.14188
S -1.10771 -1.29189 -1.51971
O -2.28787 -0.60076 0.89873
C 0.76273 1.49248 -0.14958
C -0.55331 1.38306 -0.04332
C -0.09852 -1.43825 0.04929
C 1.27507 -0.94941 0.01797
C -1.24205 -0.52374 0.07278
C 1.63394 0.34127 -0.09968
H -0.22844 -2.41678 0.50281
H -3.00136 -0.01369 0.60584
H 1.24457 2.45885 -0.24747
H 2.04138 -1.70729 0.07570
*
```

Summary:
Relative energy (zero: lowest compared OMol25 entry of this formula, charge and spin), kcal/mol: 61.0
Orbital gap, Eh: 0.3198

natural (NBO) atomic charge list, values in e, 5 entries: 0.0634 0.0134 0.1117 -0.6734 -0.3586

# 6
Below is a 2-piece molecular cluster, H4O2 overall, with properties calculated with ωB97M-V/def2-TZVPD.

ORCA input file:
```
! wB97M-V def2-TZVPD RIJCOSX def2/J DEFGRID3
* xyz 0 1
O 1.11536 0.23066 -0.79272
O -1.41595 -0.40831 1.23754
H -1.34665 -1.17689 0.62701
H 0.74737 1.12532 -0.61266
H -0.50539 -0.03700 1.27322
H 1.40526 0.26623 -1.73239
*
```

Summary:
Relative energy (zero: lowest compared OMol25 entry of this formula, charge and spin), kcal/mol: 4.1
Orbital gap, Eh: 0.4391
Structure (SMILES): O.O

natural (NBO) atomic charge list, values in e, 5 entries: -0.9507 -0.9466 0.4744 0.4733 0.4726